Entry from the Open Molecules 2025 dataset: 3 unconnected molecules or ions with the total composition C28H61F3IN8O3P2S at a distorted geometry (the ωB97M-V functional and the def2-TZVPD basis).

Computed properties:
- Total energy: -93739.8086 eV
- Net charge: +1

Each atom is followed by the atoms it is bonded to, with distances in Å.
Element x y z (Å)
1 I 4.47 -0.43 -2.86  C28 2.176
2 S 1.69 -3.23 1.43  N12 1.744, H62 1.363
3 P -2.78 4.99 5.68  O9 1.517, N11 1.733, N15 1.734, N17 1.759
4 P 2.71 -4.98 -5.54  O10 1.519, N13 1.735, N14 1.759, N16 1.732
5 F -4.98 -1.08 -1.17  C34 1.316
6 F -5.09 -3.15 -0.54  C34 1.332
7 F -5.34 -1.55 0.88  C34 1.336
8 O -2.56 -0.75 -0.27  C39 1.415, C43 1.413
9 O -2.35 4.15 4.49  P3 1.517
10 O 2.48 -4.01 -4.40  P4 1.519
11 N -2.74 3.72 6.86  P3 1.733, C27 1.462, C46 1.452
12 N 1.50 -1.64 0.74  S2 1.744, C22 1.275, C40 1.505
13 N 1.03 -5.18 -5.94  P4 1.735, C19 1.459, C35 1.450
14 N 3.10 -6.36 -6.56  P4 1.759, C20 1.483, C33 1.487
15 N -4.41 5.23 5.14  P3 1.734, C29 1.450, C31 1.460
16 N 3.44 -3.85 -6.63  P4 1.732, C38 1.452, C41 1.461
17 N -3.00 6.24 6.89  P3 1.759, C24 1.488, C32 1.483
18 N -0.19 0.87 1.01  C25 1.288, C44 1.459
19 C 0.07 -4.89 -4.88  N13 1.459, H65 1.093, H67 1.098, H97 1.089
20 C 2.30 -7.58 -6.33  N14 1.483, H60 1.093, H85 1.092, H104 1.085
21 C -0.58 0.14 -1.47  C39 1.545, C44 1.545, H49 1.093, H95 1.101
22 C 0.34 -1.27 0.35  N12 1.275, C44 1.548, H71 1.088
23 C 5.32 0.64 -0.05  C28 1.555, H61 1.096, H93 1.092, H102 1.096
24 C -1.70 6.60 7.51  N17 1.488, H64 1.093, H84 1.091, H101 1.089
25 C -1.00 1.86 0.86  N18 1.288, C26 1.515, C36 1.517
26 C -0.76 3.10 0.02  C25 1.515, H68 1.099, H78 1.095, H92 1.099
27 C -1.44 3.07 7.03  N11 1.462, H73 1.090, H94 1.093, H98 1.098
28 C 4.89 -0.68 -0.74  I1 2.176, C23 1.555, C30 1.550, H56 1.093
29 C -5.55 4.71 5.87  N15 1.450, H50 1.093, H51 1.097, H87 1.092
30 C 3.75 -1.47 -0.04  C28 1.550, C40 1.553, H58 1.098, H96 1.098
31 C -4.64 5.10 3.71  N15 1.460, H59 1.098, H72 1.093, H79 1.088
32 C -3.57 7.52 6.41  N17 1.483, H47 1.085, H77 1.093, H107 1.092
33 C 4.51 -6.78 -6.34  N14 1.487, H88 1.091, H91 1.089, H99 1.093
34 C -4.68 -1.93 -0.22  F5 1.316, F6 1.332, F7 1.336, C43 1.551
35 C 0.48 -4.76 -7.21  N13 1.450, H82 1.093, H103 1.097, H106 1.092
36 C -2.29 1.82 1.66  C25 1.517, H53 1.121, H70 1.093, H86 1.088
37 C 2.56 2.46 0.96  C42 1.403, H55 1.096, H81 1.096
38 C 3.51 -3.96 -8.08  N16 1.452, H57 1.098, H63 1.093, H100 1.085
39 C -1.78 -0.84 -1.45  O8 1.415, C21 1.545, H54 1.103, H90 1.103
40 C 2.59 -0.62 0.54  N12 1.505, C30 1.553, C45 1.538, H52 1.095
41 C 4.66 -3.22 -6.14  N16 1.461, H48 1.098, H89 1.089, H105 1.093
42 C 2.35 1.80 -0.26  C37 1.403, C45 1.528, H76 1.098
43 C -3.17 -1.96 0.12  O8 1.413, C34 1.551, H74 1.098, H83 1.100
44 C 0.28 0.18 -0.19  N18 1.459, C21 1.545, C22 1.548, C45 1.606
45 C 1.86 0.36 -0.39  C40 1.538, C42 1.528, C44 1.606, H80 1.098
46 C -3.46 3.68 8.12  N11 1.452, H66 1.098, H69 1.085, H75 1.093
47 H -4.61 7.42 6.14  C32 1.085
48 H 5.55 -3.85 -6.30  C41 1.098
49 H -0.95 1.12 -1.80  C21 1.093
50 H -6.48 5.03 5.38  C29 1.093
51 H -5.55 3.62 5.92  C29 1.097
52 H 2.84 -0.12 1.48  C40 1.095
53 H -2.07 2.38 2.61  C36 1.121
54 H -1.40 -1.85 -1.66  C39 1.103
55 H 1.74 2.89 1.54  C37 1.096
56 H 5.77 -1.34 -0.72  C28 1.093
57 H 4.23 -4.72 -8.43  C38 1.098
58 H 3.31 -2.15 -0.78  C30 1.098
59 H -4.72 4.04 3.40  C31 1.098
60 H 2.28 -7.88 -5.28  C20 1.093
61 H 4.99 1.47 -0.69  C23 1.096
62 H 1.08 -3.03 2.63  S2 1.363
63 H 3.83 -3.00 -8.51  C38 1.093
64 H -0.99 6.98 6.78  C24 1.093
65 H -0.88 -5.37 -5.09  C19 1.093
66 H -3.05 4.36 8.88  C46 1.098
67 H -0.10 -3.81 -4.76  C19 1.098
68 H -0.27 2.83 -0.92  C26 1.099
69 H -4.52 3.90 8.01  C46 1.085
70 H -3.10 2.36 1.16  C36 1.093
71 H -0.46 -1.99 0.49  C22 1.088
72 H -5.57 5.60 3.43  C31 1.093
73 H -0.92 2.97 6.08  C27 1.090
74 H -2.67 -2.86 -0.27  C43 1.098
75 H -3.42 2.67 8.53  C46 1.093
76 H 2.50 2.38 -1.18  C42 1.098
77 H -3.02 7.91 5.56  C32 1.093
78 H -0.18 3.87 0.54  C26 1.095
79 H -3.85 5.57 3.13  C31 1.088
80 H 2.01 0.13 -1.45  C45 1.098
81 H 3.56 2.55 1.40  C37 1.096
82 H -0.58 -5.03 -7.28  C35 1.093
83 H -3.10 -2.01 1.21  C43 1.100
84 H -1.24 5.74 8.00  C24 1.091
85 H 2.71 -8.41 -6.91  C20 1.092
86 H -2.54 0.81 1.96  C36 1.088
87 H -5.61 5.14 6.87  C29 1.092
88 H 5.21 -5.97 -6.59  C33 1.091
89 H 4.60 -3.01 -5.08  C41 1.089
90 H -2.42 -0.58 -2.31  C39 1.103
91 H 4.77 -7.62 -6.99  C33 1.089
92 H -1.71 3.56 -0.27  C26 1.099
93 H 4.92 0.74 0.96  C23 1.092
94 H -1.56 2.06 7.44  C27 1.093
95 H 0.07 -0.22 -2.28  C21 1.101
96 H 4.21 -2.04 0.78  C30 1.098
97 H 0.41 -5.29 -3.92  C19 1.089
98 H -0.79 3.63 7.71  C27 1.098
99 H 4.70 -7.07 -5.30  C33 1.093
100 H 2.55 -4.17 -8.54  C38 1.085
101 H -1.84 7.35 8.29  C24 1.089
102 H 6.41 0.69 -0.06  C23 1.096
103 H 0.56 -3.68 -7.37  C35 1.097
104 H 1.27 -7.47 -6.67  C20 1.085
105 H 4.84 -2.27 -6.64  C41 1.093
106 H 0.94 -5.30 -8.04  C35 1.092
107 H -3.54 8.26 7.21  C32 1.092

=====

Entry from the Open Molecules 2025 dataset: 8 unconnected molecules or ions with the total composition C28H61N8O13 (the ωB97M-V functional and the def2-TZVPD basis).

Computed properties:
- Total energy: -68561.9251 eV
- Net charge: -1

Each atom is followed by the atoms it is bonded to, with distances in Å.
Element x y z (Å)
1 O -6.73 -3.79 -2.56  C43 1.442, H84 0.961
2 O 2.77 2.64 1.74  C39 1.218
3 O 0.03 4.01 -3.85  C37 1.222
4 O -3.53 0.13 -2.49  C26 1.250
5 O -4.40 -0.52 2.14  C46 1.215
6 O -4.46 -3.39 -5.25  O9 1.434, C44 1.430
7 O 8.25 0.15 2.56  C30 1.218
8 O -1.62 -4.59 -0.91  C35 1.207
9 O -5.47 -4.33 -5.64  O6 1.434, H53 0.970
10 O -0.15 -0.95 -1.22  C45 1.219
11 O 8.61 1.65 6.86  C47 1.217
12 O -8.46 -1.36 -3.47  C22 1.211
13 O -2.74 -0.76 -4.38  C26 1.254
14 N -10.06 0.17 -2.98  C22 1.354, C29 1.451, C36 1.446
15 N 9.78 1.74 3.11  C24 1.461, C30 1.343, C40 1.446
16 N -2.31 -1.33 2.54  C28 1.456, C32 1.446, C46 1.347
17 N 4.36 1.02 1.57  C25 1.452, C39 1.346, C42 1.449
18 N -3.68 -3.13 -2.64  C27 1.468, C31 1.459, H82 1.011
19 N -1.43 2.94 -5.24  C33 1.447, C37 1.337, C41 1.458
20 N 8.98 0.16 8.53  C23 1.448, C34 1.455, C47 1.345
21 N 0.06 1.31 -1.14  C38 1.451, C45 1.348, C49 1.450
22 C -8.93 -0.53 -2.73  O12 1.211, N14 1.354, H103 1.105
23 C 9.92 -0.61 9.31  N20 1.448, H54 1.092, H56 1.092, H110 1.088
24 C 8.85 2.43 4.00  N15 1.461, H64 1.091, H73 1.086, H74 1.086
25 C 5.42 1.90 2.04  N17 1.452, H77 1.091, H91 1.092, H106 1.087
26 C -3.49 -0.75 -3.37  O4 1.250, O13 1.254, C27 1.565
27 C -4.42 -1.99 -3.20  N18 1.468, C26 1.565, C44 1.552, C48 1.548
28 C -2.61 -2.63 1.96  N16 1.456, H75 1.087, H88 1.091, H99 1.090
29 C -10.76 -0.07 -4.23  N14 1.451, H76 1.091, H86 1.088, H104 1.091
30 C 9.36 0.64 2.46  O7 1.218, N15 1.343, H61 1.104
31 C -2.24 -2.95 -2.56  N18 1.459, C35 1.514, H50 1.094, H85 1.091
32 C -1.00 -1.09 3.09  N16 1.446, H81 1.089, H89 1.093, H101 1.092
33 C -2.51 3.05 -6.20  N19 1.447, H51 1.090, H78 1.092, H107 1.091
34 C 7.55 0.03 8.80  N20 1.455, H59 1.090, H83 1.090, H90 1.087
35 C -1.61 -4.24 -2.06  O8 1.207, C31 1.514, H69 1.110
36 C -10.58 1.15 -2.05  N14 1.446, H55 1.088, H60 1.093, H96 1.093
37 C -0.88 4.02 -4.67  O3 1.222, N19 1.337, H102 1.106
38 C 1.26 1.27 -1.95  N21 1.451, H65 1.089, H80 1.093, H108 1.087
39 C 3.11 1.50 1.47  O2 1.218, N17 1.346, H98 1.104
40 C 11.12 2.26 2.94  N15 1.446, H67 1.089, H70 1.092, H100 1.093
41 C -0.96 1.61 -4.87  N19 1.458, H52 1.089, H87 1.085, H97 1.093
42 C 4.69 -0.35 1.23  N17 1.449, H66 1.089, H71 1.092, H92 1.092
43 C -6.24 -2.84 -1.59  O1 1.442, C48 1.517, H68 1.099, H72 1.090
44 C -5.09 -2.31 -4.56  O6 1.430, C27 1.552, H58 1.086, H62 1.093
45 C -0.56 0.14 -0.87  O10 1.219, N21 1.348, H94 1.102
46 C -3.27 -0.38 2.56  O5 1.215, N16 1.347, H93 1.106
47 C 9.37 0.99 7.54  O11 1.217, N20 1.345, H57 1.104
48 C -5.58 -1.63 -2.23  C27 1.548, C43 1.517, H63 1.091, H109 1.085
49 C -0.45 2.58 -0.68  N21 1.450, H79 1.093, H95 1.089, H105 1.091
50 H -1.77 -2.70 -3.51  C31 1.094
51 H -2.76 4.09 -6.37  C33 1.090
52 H -1.11 1.45 -3.80  C41 1.089
53 H -5.78 -4.67 -4.79  O9 0.970
54 H 9.73 -1.68 9.20  C23 1.092
55 H -9.94 1.21 -1.18  C36 1.088
56 H 9.84 -0.35 10.37  C23 1.092
57 H 10.46 1.02 7.41  C47 1.104
58 H -6.15 -2.52 -4.44  C44 1.086
59 H 7.03 -0.33 7.91  C34 1.090
60 H -11.59 0.88 -1.73  C36 1.093
61 H 10.14 0.20 1.81  C30 1.104
62 H -5.02 -1.42 -5.19  C44 1.093
63 H -5.16 -1.05 -1.41  C48 1.091
64 H 7.98 2.77 3.44  C24 1.091
65 H 1.04 0.83 -2.92  C38 1.089
66 H 3.80 -0.87 0.90  C42 1.089
67 H 11.68 1.64 2.25  C40 1.089
68 H -7.08 -2.47 -0.98  C43 1.099
69 H -1.06 -4.86 -2.81  C35 1.110
70 H 11.09 3.28 2.55  C40 1.092
71 H 5.11 -0.87 2.10  C42 1.092
72 H -5.53 -3.34 -0.94  C43 1.090
73 H 9.35 3.29 4.45  C24 1.086
74 H 8.52 1.76 4.79  C24 1.086
75 H -1.75 -3.28 2.04  C28 1.087
76 H -10.10 0.14 -5.08  C29 1.091
77 H 5.18 2.27 3.04  C25 1.091
78 H -2.21 2.60 -7.15  C33 1.092
79 H 0.30 3.07 -0.04  C49 1.093
80 H 2.02 0.65 -1.46  C38 1.093
81 H -0.94 -0.08 3.49  C32 1.089
82 H -3.92 -4.00 -3.11  N18 1.011
83 H 7.13 1.00 9.07  C34 1.090
84 H -7.13 -4.52 -2.08  O1 0.961
85 H -2.00 -2.20 -1.80  C31 1.091
86 H -11.63 0.57 -4.29  C29 1.088
87 H -1.52 0.86 -5.40  C41 1.085
88 H -3.46 -3.08 2.47  C28 1.091
89 H -0.79 -1.80 3.90  C32 1.093
90 H 7.40 -0.68 9.61  C34 1.087
91 H 5.50 2.77 1.37  C25 1.092
92 H 5.43 -0.37 0.43  C42 1.092
93 H -2.93 0.57 3.01  C46 1.106
94 H -1.48 0.26 -0.27  C45 1.102
95 H -1.36 2.43 -0.10  C49 1.089
96 H -10.62 2.14 -2.52  C36 1.093
97 H 0.10 1.52 -5.10  C41 1.093
98 H 2.39 0.75 1.11  C39 1.104
99 H -2.87 -2.51 0.90  C28 1.090
100 H 11.64 2.28 3.90  C40 1.093
101 H -0.24 -1.22 2.32  C32 1.092
102 H -1.33 4.97 -5.03  C37 1.106
103 H -8.47 -0.28 -1.76  C22 1.105
104 H -11.06 -1.12 -4.30  C29 1.091
105 H -0.67 3.23 -1.53  C49 1.091
106 H 6.35 1.36 2.06  C25 1.087
107 H -3.39 2.52 -5.83  C33 1.091
108 H 1.64 2.28 -2.09  C38 1.087
109 H -6.29 -1.00 -2.75  C48 1.085
110 H 10.94 -0.39 8.98  C23 1.088